[1]
# C13H28N3O8S2

A cluster of 3 separate species, C13H28N3O8S2 in total at a distorted geometry (the ωB97M-V functional and the def2-TZVPD basis, the OMol25 dataset).

Each line ends with the Löwdin charge.
Cartesian coordinates (Å):
1 N 6.527 2.035 3.237  0.107
2 C 6.385 1.633 2.051  -0.223
3 C 5.016 1.631 1.408  -0.136
4 C 3.894 1.404 2.431  -0.233
5 C 3.199 0.022 2.244  -0.055
6 C 1.848 0.317 1.745  0.064
7 N 1.608 1.568 1.694  -0.011
8 C 0.375 2.136 1.155  -0.159
9 O -0.343 2.640 2.253  -0.098
10 N -1.840 2.534 2.064  0.081
11 O -2.184 3.013 1.083  0.130
12 C 2.714 2.392 2.216  -0.031
13 H 7.502 1.982 3.528  0.066
14 H 7.223 1.259 1.458  0.118
15 H 5.012 0.857 0.638  0.112
16 H 4.891 2.588 0.894  0.120
17 H 4.235 1.510 3.456  0.128
18 H 3.234 -0.693 3.065  0.146
19 H 3.688 -0.512 1.417  0.136
20 H 1.131 -0.437 1.429  0.159
21 H -0.172 1.338 0.648  0.140
22 H 0.638 2.918 0.440  0.148
23 H 2.389 2.805 3.172  0.147
24 H 2.914 3.218 1.536  0.139
25 O -4.005 2.273 -3.780  -0.279
26 S -5.380 2.395 -3.395  0.569
27 O -5.887 3.673 -3.006  -0.270
28 O -5.667 1.334 -2.242  -0.260
29 C -4.810 1.391 -1.084  -0.256
30 C -5.085 2.576 -0.182  -0.076
31 C -6.426 1.696 -4.618  -0.117
32 H -3.770 1.374 -1.421  0.108
33 H -4.999 0.458 -0.556  0.122
34 H -4.869 3.520 -0.679  0.075
35 H -4.470 2.506 0.711  0.047
36 H -6.133 2.593 0.117  0.091
37 H -6.048 0.715 -4.891  0.077
38 H -6.395 2.371 -5.470  0.081
39 H -7.435 1.638 -4.220  0.079
40 O -0.717 -3.699 -1.873  -0.261
41 S -0.188 -3.926 -0.565  0.557
42 O 0.583 -2.881 0.054  -0.318
43 O 0.636 -5.269 -0.556  -0.259
44 C 1.693 -5.440 -1.539  -0.231
45 C 2.919 -4.602 -1.252  -0.075
46 C -1.460 -4.434 0.535  -0.117
47 H 1.287 -5.240 -2.530  0.119
48 H 1.933 -6.499 -1.487  0.126
49 H 2.704 -3.538 -1.336  0.065
50 H 3.699 -4.851 -1.971  0.086
51 H 3.290 -4.794 -0.245  0.085
52 H -2.027 -5.234 0.068  0.082
53 H -2.093 -3.565 0.703  0.076
54 H -1.008 -4.760 1.468  0.078

Values from the calculation:
- Charge: +1
- Spin multiplicity: 1
- E: -56444.8353 eV
- HOMO-LUMO gap: 8.5350 eV
- Strongest force on any atom: 0.02319 Eh/bohr

=====

[2]
# C13H28N5O4

A cluster of 3 separate species, C13H28N5O4 in total at a distorted geometry (the ωB97M-V functional and the def2-TZVPD basis, the OMol25 dataset).

Each line ends with the Löwdin charge.
Cartesian coordinates (Å):
1 C -7.092 -1.982 -1.517  -0.104
2 N -7.328 -0.992 -0.443  -0.095
3 C -6.212 -0.068 -0.305  -0.206
4 C -5.699 -0.046 1.182  -0.210
5 C -4.597 0.936 1.143  0.042
6 N -3.444 0.395 1.234  0.010
7 C -2.196 1.191 1.081  -0.150
8 O -1.106 0.372 1.310  -0.094
9 N -0.410 0.100 0.015  0.061
10 O -0.301 -1.019 -0.151  0.152
11 C -3.502 -1.035 1.527  -0.065
12 C -5.010 -1.397 1.464  -0.063
13 H -6.141 -2.487 -1.375  0.070
14 H -7.894 -2.712 -1.518  0.084
15 H -7.061 -1.501 -2.497  0.085
16 H -8.093 -0.435 -0.797  0.106
17 H -6.478 0.955 -0.583  0.126
18 H -5.361 -0.344 -0.931  0.125
19 H -6.521 0.210 1.842  0.160
20 H -4.727 2.002 1.017  0.175
21 H -2.152 1.571 0.058  0.144
22 H -2.215 2.036 1.763  0.149
23 H -2.762 -1.680 1.072  0.129
24 H -3.226 -1.092 2.585  0.144
25 H -5.155 -2.087 0.642  0.104
26 H -5.292 -1.879 2.391  0.127
27 C 1.901 -0.777 -2.435  -0.037
28 C 2.797 -1.009 -3.633  -0.560
29 O 2.349 -1.457 -4.675  0.028
30 N 4.107 -0.697 -3.502  0.015
31 C 4.804 -0.159 -2.340  -0.089
32 H 0.897 -1.078 -2.718  0.069
33 H 2.223 -1.374 -1.580  0.078
34 H 1.892 0.278 -2.154  0.080
35 H 4.641 -0.873 -4.339  0.141
36 H 5.257 0.798 -2.583  0.078
37 H 5.592 -0.850 -2.040  0.084
38 H 4.127 -0.018 -1.509  0.057
39 C 5.463 2.524 1.907  -0.009
40 C 6.105 1.535 0.963  -0.534
41 O 5.708 1.383 -0.184  0.018
42 N 7.152 0.813 1.433  0.012
43 C 7.760 0.859 2.751  -0.070
44 H 4.650 3.018 1.383  0.080
45 H 5.063 2.018 2.786  0.083
46 H 6.183 3.277 2.226  0.087
47 H 7.537 0.175 0.755  0.142
48 H 8.811 1.138 2.670  0.086
49 H 7.699 -0.120 3.227  0.084
50 H 7.256 1.584 3.381  0.071

Values from the calculation:
- Charge: +1
- Spin multiplicity: 1
- E: -29565.9209 eV
- HOMO-LUMO gap: 6.5528 eV
- Strongest force on any atom: 0.04475 Eh/bohr

=====

[3]
# C13H28NO22S5

A cluster of 6 separate species, C13H28NO22S5 in total at a distorted geometry (the ωB97M-V functional and the def2-TZVPD basis, the OMol25 dataset).

Each line ends with the Löwdin charge.
Cartesian coordinates (Å):
1 N 4.866 0.773 2.598  0.194
2 C 3.839 -0.051 1.847  -0.094
3 C 2.750 0.938 1.324  -0.056
4 C 1.576 0.821 2.300  -0.492
5 O 1.518 1.569 3.247  0.133
6 O 0.684 -0.174 2.042  0.052
7 H 4.355 1.449 3.173  0.167
8 H 5.471 0.167 3.195  0.088
9 H 5.424 1.253 1.890  0.174
10 H 4.325 -0.591 1.034  0.143
11 H 3.391 -0.724 2.584  0.134
12 H 3.145 1.958 1.300  0.124
13 H 2.454 0.655 0.306  0.123
14 H 1.018 -0.942 2.534  0.137
15 C -1.406 -3.237 -1.926  -0.149
16 C -0.780 -2.201 -2.830  -0.129
17 O -0.224 -1.220 -1.932  -0.266
18 S 0.262 -1.955 -0.603  0.613
19 O 1.669 -2.191 -0.689  -0.240
20 O -0.292 -1.278 0.515  -0.231
21 O -0.490 -3.344 -0.814  -0.173
22 H -2.375 -2.899 -1.552  0.081
23 H -1.523 -4.201 -2.415  0.144
24 H -1.503 -1.739 -3.496  0.142
25 H 0.039 -2.623 -3.418  0.137
26 C 2.455 2.942 -3.518  -0.159
27 C 1.437 3.747 -2.739  -0.167
28 O 0.190 3.096 -2.998  -0.187
29 S 0.437 1.515 -3.184  0.618
30 O 0.159 0.845 -1.968  -0.229
31 O -0.163 1.112 -4.402  -0.195
32 O 2.030 1.579 -3.377  -0.182
33 H 2.437 3.197 -4.579  0.138
34 H 3.464 3.064 -3.135  0.135
35 H 1.397 4.787 -3.054  0.139
36 H 1.629 3.700 -1.664  0.128
37 C -6.735 -2.148 -4.051  -0.140
38 C -6.438 -0.961 -3.161  -0.181
39 O -6.230 -1.535 -1.857  -0.174
40 S -5.574 -2.977 -2.010  0.626
41 O -4.164 -2.843 -1.830  -0.244
42 O -6.335 -3.910 -1.268  -0.197
43 O -5.858 -3.184 -3.570  -0.180
44 H -7.765 -2.491 -3.938  0.136
45 H -6.538 -1.939 -5.099  0.139
46 H -7.248 -0.243 -3.137  0.134
47 H -5.524 -0.467 -3.460  0.107
48 C 6.022 -2.013 7.290  -0.131
49 C 4.735 -1.630 6.595  -0.143
50 O 5.030 -0.360 5.977  -0.195
51 S 6.571 -0.329 5.552  0.616
52 O 6.656 -0.665 4.155  -0.253
53 O 7.160 0.848 6.058  -0.176
54 O 7.061 -1.581 6.388  -0.162
55 H 6.147 -1.480 8.233  0.143
56 H 6.094 -3.082 7.468  0.145
57 H 3.897 -1.536 7.280  0.144
58 H 4.481 -2.341 5.807  0.135
59 C -3.925 3.436 -0.864  -0.155
60 C -3.519 1.980 -0.775  -0.151
61 O -4.754 1.259 -0.877  -0.179
62 S -5.765 2.062 -1.822  0.612
63 O -5.690 1.518 -3.131  -0.242
64 O -6.993 2.219 -1.136  -0.193
65 O -4.983 3.461 -1.831  -0.177
66 H -4.323 3.799 0.087  0.136
67 H -3.107 4.077 -1.181  0.134
68 H -3.013 1.740 0.157  0.141
69 H -2.884 1.690 -1.616  0.129

Values from the calculation:
- Charge: +1
- Spin multiplicity: 1
- E: -114633.9487 eV
- HOMO-LUMO gap: 9.6355 eV
- Strongest force on any atom: 0.06201 Eh/bohr

=====

[4]
# C13H29ClGdIN2OP2Se

A structure of composition C13H29ClGdIN2OP2Se at a distorted geometry (the ωB97M-V functional and the def2-TZVPD basis, the OMol25 dataset).

Each line ends with the Löwdin charge.
Cartesian coordinates (Å):
1 C -1.922 -3.764 -0.522  -0.075
2 C -0.872 -2.976 0.046  -0.483
3 H -1.729 -4.807 -0.203  0.137
4 H -1.953 -3.716 -1.619  0.081
5 H -2.922 -3.458 -0.187  0.081
6 O 0.054 -3.320 0.731  0.165
7 I -0.830 2.058 -0.823  0.446
8 Gd -0.867 -0.748 -0.349  0.266
9 P -2.350 -0.358 1.586  0.661
10 C -1.353 0.098 3.001  -0.252
11 C -3.462 1.014 1.271  -0.267
12 H -4.272 0.943 1.997  0.075
13 H -3.933 -1.447 2.948  0.084
14 H -3.858 0.971 0.245  0.040
15 H -4.028 -2.040 1.264  0.067
16 H -0.746 0.985 2.765  -0.014
17 H -2.913 1.955 1.385  0.023
18 C -3.347 -1.745 2.075  -0.216
19 H -2.025 0.312 3.831  0.084
20 H -2.717 -2.611 2.330  0.072
21 H -0.669 -0.719 3.275  0.060
22 P 0.385 -1.077 -2.451  0.656
23 C 2.126 -0.822 -2.136  -0.257
24 C 0.217 -2.685 -3.193  -0.216
25 H -1.195 0.273 -3.682  0.040
26 H 0.235 -0.240 -4.648  0.075
27 H 0.364 1.094 -3.444  0.027
28 C -0.103 0.132 -3.681  -0.268
29 H -0.831 -2.881 -3.462  0.066
30 H 0.831 -2.702 -4.097  0.083
31 H 2.659 -0.927 -3.080  0.085
32 H 2.505 -1.560 -1.411  0.064
33 H 0.552 -3.473 -2.503  0.072
34 H 2.289 0.181 -1.719  0.014
35 Cl -2.955 -1.050 -1.711  0.051
36 C 0.571 3.000 2.639  -0.022
37 N 1.646 2.804 1.643  -0.109
38 C 2.428 3.885 1.235  -0.014
39 C 3.367 3.425 0.399  -0.006
40 N 3.201 2.036 0.280  -0.098
41 C 4.170 1.221 -0.472  -0.021
42 C 2.087 1.626 1.027  -0.732
43 Se 1.548 -0.058 1.221  0.703
44 H 0.594 4.036 3.010  0.112
45 H 0.737 2.351 3.499  0.102
46 H -0.406 2.885 2.154  0.044
47 H 2.273 4.849 1.574  0.117
48 H 4.130 3.946 -0.069  0.119
49 H 5.176 1.422 -0.087  0.114
50 H 3.968 0.161 -0.350  0.055
51 H 4.143 1.521 -1.533  0.110

Values from the calculation:
- Charge: +2
- Spin multiplicity: 8
- E: -144341.5718 eV
- HOMO-LUMO gap (spin up / spin down): 6.1867 / 3.8263 eV
- Strongest force on any atom: 0.09768 Eh/bohr